Entry 1:
C35H26ClN3O2PPd | wB97M-V/def2-TZVPD

## Properties
Net charge: -1
Gap between HOMO and LUMO (eV): 6.33
ΔE to the lowest compared entry with this formula, charge and spin (kcal/mol): 0.3
Spin multiplicity: 1

Structure (XYZ):
```
69
C35H26ClN3O2PPd wB97M-V/def2-TZVPD
Pd -1.274 0.145 -0.484
Cl -0.699 4.361 4.813
C -1.389 3.819 3.290
C -1.744 4.745 2.316
C -2.254 4.305 1.114
C -2.440 2.926 0.815
O -2.862 2.529 -0.321
C -2.071 2.007 1.848
C -2.107 0.553 1.656
N -2.939 -0.122 0.876
C -3.113 -1.479 1.094
C -3.630 -1.964 2.277
C -3.846 -3.346 2.463
C -3.539 -4.241 1.480
C -2.994 -3.787 0.255
C -2.587 -4.666 -0.778
C -2.025 -4.156 -1.909
C -1.878 -2.758 -2.030
N -2.244 -1.915 -1.099
C -2.791 -2.406 0.051
C -1.543 2.469 3.052
H -1.606 5.803 2.505
H -2.514 5.018 0.340
H -1.564 -0.002 2.431
H -3.883 -1.261 3.060
H -4.254 -3.694 3.404
H -3.687 -5.305 1.628
H -2.718 -5.733 -0.642
H -1.684 -4.796 -2.712
H -1.443 -2.321 -2.922
H -1.231 1.754 3.805
O -1.708 3.132 -2.469
N -0.487 2.622 -2.181
C 0.185 2.309 -3.217
C 1.548 1.763 -3.101
C 2.438 2.122 -4.122
C 3.762 1.736 -4.104
C 4.232 0.972 -3.040
C 3.354 0.589 -2.044
C 2.001 0.944 -2.056
P 0.909 0.281 -0.703
C 1.780 1.058 0.721
C 1.293 2.298 1.126
C 1.875 2.972 2.191
C 2.941 2.406 2.874
C 3.432 1.167 2.479
C 2.859 0.501 1.405
C 1.468 -1.477 -0.649
C 1.224 -2.197 0.526
C 1.414 -3.567 0.580
C 1.830 -4.259 -0.553
C 2.050 -3.566 -1.729
C 1.872 -2.187 -1.777
H -2.218 3.020 -1.582
H -0.235 2.482 -4.209
H 2.069 2.739 -4.933
H 4.431 2.039 -4.901
H 5.271 0.673 -2.991
H 3.729 -0.020 -1.230
H 0.440 2.732 0.614
H 1.472 3.927 2.506
H 3.379 2.923 3.719
H 4.263 0.716 3.007
H 3.251 -0.466 1.114
H 0.853 -1.673 1.400
H 1.215 -4.098 1.502
H 1.969 -5.333 -0.516
H 2.359 -4.097 -2.621
H 2.034 -1.664 -2.712
```

=====

Entry 2:
C35H27Cl6NO6ScSi | wB97M-V/def2-TZVPD

## Properties
Net charge: -1
Gap between HOMO and LUMO (eV): 8.69
Spin multiplicity: 1

Structure (XYZ):
```
77
C35H27Cl6NO6ScSi wB97M-V/def2-TZVPD
Sc 1.598 -0.496 -1.612
N 2.956 -0.108 0.247
C 4.349 -0.315 -0.192
C 4.437 -0.855 -1.665
O 5.502 -1.297 -2.041
O 3.374 -0.720 -2.353
H 2.867 0.784 0.733
H 2.708 -0.838 0.913
H 4.881 -1.014 0.462
H 4.892 0.636 -0.193
Cl 0.896 0.046 -4.236
C 1.506 1.602 -3.746
C 1.857 1.683 -2.393
C 2.359 2.934 -2.031
Cl 2.832 3.135 -0.386
C 2.488 4.020 -2.892
Cl 3.108 5.530 -2.345
C 2.118 3.870 -4.225
Cl 2.278 5.182 -5.324
C 1.615 2.644 -4.660
Cl 1.153 2.450 -6.303
C 1.379 0.114 3.240
C 2.006 -1.243 3.397
C 2.881 -1.495 4.441
C 3.475 -2.738 4.576
Cl 4.608 -3.016 5.858
C 3.187 -3.754 3.685
C 2.310 -3.524 2.642
C 1.715 -2.274 2.483
O 0.858 -1.973 1.464
C 0.357 -3.037 0.665
C 1.350 -3.423 -0.482
O 1.786 -4.555 -0.552
O 1.581 -2.449 -1.269
H 0.732 0.325 4.092
H 0.789 0.148 2.329
H 2.148 0.886 3.203
H 3.097 -0.712 5.151
H 3.652 -4.718 3.791
H 2.126 -4.314 1.930
H -0.530 -2.614 0.185
H 0.081 -3.891 1.291
O -0.304 -0.174 -1.251
Si -1.748 0.216 -0.734
C -2.218 -0.758 0.840
C -1.927 -0.262 2.105
C -2.169 -1.004 3.246
C -2.701 -2.276 3.144
C -3.012 -2.785 1.895
C -2.778 -2.029 0.760
C -3.191 -0.052 -1.952
C -3.024 -0.084 -3.331
C -4.108 -0.229 -4.181
C -5.387 -0.338 -3.663
C -5.575 -0.309 -2.291
C -4.486 -0.163 -1.453
C -1.851 2.050 -0.223
C -0.886 2.938 -0.680
C -0.879 4.265 -0.292
C -1.857 4.735 0.567
C -2.847 3.875 1.012
C -2.843 2.548 0.616
H -1.509 0.731 2.195
H -1.951 -0.591 4.222
H -2.881 -2.868 4.030
H -3.438 -3.774 1.806
H -3.030 -2.431 -0.213
H -2.028 0.003 -3.743
H -3.958 -0.257 -5.252
H -6.235 -0.451 -4.324
H -6.570 -0.402 -1.876
H -4.638 -0.144 -0.382
H -0.132 2.567 -1.359
H -0.117 4.939 -0.656
H -1.848 5.768 0.890
H -3.619 4.243 1.675
H -3.618 1.884 0.974
```

=====

Entry 3:
C35H27CrFeO5 | wB97M-V/def2-TZVPD

## Properties
Net charge: +2
Gap between HOMO and LUMO (spin up / spin down) (eV): 4.54 / 4.04
ΔE to the lowest compared entry with this formula, charge and spin (kcal/mol): 12.1
Spin multiplicity: 2

Structure (XYZ):
```
69
C35H27CrFeO5 wB97M-V/def2-TZVPD
C -3.034 0.185 2.454
C -2.510 0.340 1.065
C -3.389 0.567 0.057
C -1.039 0.382 0.757
Fe 0.316 -0.611 1.839
C 0.400 0.814 3.069
O 0.400 1.791 3.692
C 1.617 0.261 0.833
O 2.167 1.139 0.305
C -0.335 -2.498 1.334
C -0.728 -2.170 2.672
C 0.449 -1.838 3.424
C 1.582 -1.951 2.542
C 1.089 -2.376 1.249
H -2.889 1.111 3.025
H -4.107 -0.043 2.402
H -2.563 -0.623 3.023
H -3.059 0.456 -0.978
H -4.447 0.698 0.281
H -0.867 0.034 -0.279
H -0.670 1.420 0.800
H -0.995 -2.864 0.550
H -1.727 -2.272 3.083
H 0.475 -1.627 4.489
H 2.622 -1.820 2.825
H 1.691 -2.646 0.387
O -3.294 4.848 6.106
C -3.021 5.397 5.115
Cr -2.286 6.044 3.483
C -2.095 4.219 3.102
O -2.014 3.072 2.893
C -0.626 5.880 4.402
O 0.309 5.591 5.033
C -2.496 8.204 3.465
C -3.772 7.627 3.437
C -4.070 6.633 2.498
C -3.136 6.246 1.510
C -3.395 5.114 0.633
C -3.541 4.181 -0.150
C -3.867 3.234 -1.124
C -2.785 2.685 -1.905
C -1.446 2.896 -1.482
C -0.376 2.333 -2.174
C -0.611 1.574 -3.325
C -1.923 1.384 -3.782
C -2.996 1.973 -3.115
C -5.275 3.105 -1.485
C -6.102 4.254 -1.377
C -7.404 4.257 -1.870
C -7.969 3.069 -2.353
C -7.209 1.891 -2.350
C -5.870 1.910 -1.951
C -1.848 6.837 1.566
C -1.548 7.830 2.501
H -2.233 8.939 4.230
H -4.527 7.912 4.174
H -5.035 6.121 2.527
H -1.268 3.505 -0.594
H 0.642 2.495 -1.813
H 0.229 1.142 -3.872
H -2.109 0.786 -4.677
H -4.003 1.887 -3.525
H -5.674 5.155 -0.932
H -7.978 5.186 -1.868
H -8.999 3.061 -2.712
H -7.657 0.950 -2.671
H -5.288 0.987 -1.959
H -1.084 6.480 0.870
H -0.554 8.281 2.509
```